Record 1
Density functional theory data (ωB97M-V with the def2-TZVPD basis set) for a cluster of 2 separate species, C3H7O3 in total at a distorted geometry.

Last column: natural (NBO) charge in e.
Geometry (Å):
C1 -0.410 2.039 -0.927  -0.740
C2 0.876 1.721 -0.128  0.779
O1 0.795 0.718 0.640  -0.823
O2 1.836 2.489 -0.276  -0.753
H1 -1.249 2.254 -0.261  0.198
H2 -0.766 1.190 -1.519  0.204
H3 -0.219 2.864 -1.609  0.195
C3 -0.201 -2.558 0.834  -0.244
O3 -0.043 -1.625 -0.229  -0.789
H4 0.150 -0.741 0.191  0.518
H5 -0.190 -2.031 1.788  0.166
H6 -1.182 -3.027 0.711  0.143
H7 0.604 -3.293 0.784  0.147

Calculated values
Gap between HOMO and LUMO, eV: 8.46
F_max, eV/A: 1.3
DFT total energy, eV: -9368.48368
Charge: -1

Record 2
Density functional theory data (ωB97M-V with the def2-TZVPD basis set) for a cluster of 2 separate species, C3H7O3 in total at a distorted geometry.

Last column: natural (NBO) charge in e.
Geometry (Å):
C1 2.412 0.312 -1.530  -0.741
C2 1.210 0.546 -0.572  0.766
O1 0.439 1.484 -0.872  -0.792
O2 1.146 -0.240 0.397  -0.802
H1 2.333 -0.677 -1.984  0.193
H2 3.311 0.226 -0.933  0.199
H3 2.448 1.027 -2.343  0.192
C3 -1.773 -0.575 1.368  -0.283
O3 -2.949 -1.330 1.120  -0.740
H4 -3.331 -0.946 0.328  0.456
H5 -1.276 -0.896 2.292  0.164
H6 -0.961 -0.650 0.653  0.235
H7 -1.948 0.502 1.508  0.153

Calculated values
Gap between HOMO and LUMO, eV: 7.93
F_max, eV/A: 1.6
DFT total energy, eV: -9368.03283
Charge: -1

Record 3
Density functional theory data (ωB97M-V with the def2-TZVPD basis set) for a cluster of 2 separate species, C3H7O3 in total at a distorted geometry.

Last column: natural (NBO) charge in e.
Geometry (Å):
C1 -1.403 -0.549 1.690  -0.220
O1 -1.345 0.800 1.853  -0.780
H1 -0.764 1.165 1.115  0.518
H2 -2.437 -0.989 1.655  0.115
H3 -0.932 -1.099 2.459  0.134
H4 -0.892 -0.949 0.805  0.168
C2 1.262 -0.008 -1.950  -0.723
C3 0.768 0.462 -0.577  0.755
O2 -0.195 1.249 -0.448  -0.784
O3 1.625 0.194 0.304  -0.778
H5 0.452 -0.193 -2.669  0.185
H6 1.962 -0.871 -1.945  0.202
H7 1.900 0.788 -2.293  0.208

Calculated values
Gap between HOMO and LUMO, eV: 8.58
F_max, eV/A: 2.8
DFT total energy, eV: -9368.19090
Charge: -1